C28H52ClIN3O6 | ωB97M-V with the def2-TZVPD basis set

Positions of all 91 atoms, in Å:
C  -1.272  2.046  2.172
C  -0.265  3.221  2.100
O  1.060  2.723  2.122
C  1.783  2.934  0.939
C  1.580  1.816  -0.081
O  2.290  0.676  0.374
C  2.740  -0.143  -0.681
C  1.658  -1.155  -0.956
C  0.775  -0.975  -1.973
N  0.847  0.144  -2.851
C  -0.247  -1.895  -2.211
C  -1.243  -1.788  -3.326
C  -2.117  -0.510  -3.380
C  -1.703  0.468  -4.501
I  -2.364  0.455  -1.487
N  -0.375  -2.949  -1.453
N  0.496  -3.121  -0.493
C  0.353  -4.412  0.272
C  -1.023  -5.050  0.218
C  -2.030  -4.383  1.185
C  -3.078  -3.435  0.584
C  -3.348  -2.268  1.560
C  -4.842  -1.987  1.756
C  -5.453  -1.243  0.568
C  -6.989  -1.273  0.636
C  -7.561  -0.026  -0.034
O  -6.838  0.237  -1.231
C  -6.606  1.603  -1.468
C  1.501  -2.323  -0.189
C  2.449  -2.676  0.921
C  1.920  -2.435  2.343
O  1.535  -3.349  3.051
Cl  1.905  -0.798  3.000
H  -1.669  1.935  3.170
H  -0.742  1.154  1.858
H  -2.090  2.229  1.479
H  -0.471  3.795  1.199
H  -0.443  3.877  2.945
H  1.555  3.905  0.505
H  2.841  2.922  1.188
H  1.959  2.200  -1.029
H  0.502  1.647  -0.157
H  2.934  0.422  -1.584
H  3.662  -0.596  -0.346
H  0.484  0.945  -2.341
H  1.815  0.332  -3.069
H  -0.685  -1.881  -4.253
H  -1.855  -2.678  -3.254
H  -3.102  -0.844  -3.665
H  -0.699  0.279  -4.846
H  -1.786  1.490  -4.158
H  -2.364  0.307  -5.344
H  0.568  -4.254  1.312
H  1.083  -5.100  -0.148
H  -1.402  -5.185  -0.787
H  -0.867  -6.050  0.611
H  -2.576  -5.166  1.697
H  -1.460  -3.871  1.956
H  -2.821  -3.082  -0.410
H  -4.033  -3.943  0.501
H  -2.820  -1.368  1.257
H  -2.957  -2.503  2.546
H  -5.325  -2.940  1.963
H  -4.923  -1.369  2.647
H  -5.070  -1.693  -0.340
H  -5.146  -0.207  0.667
H  -7.266  -1.288  1.684
H  -7.339  -2.177  0.146
H  -7.409  0.793  0.666
H  -8.610  -0.164  -0.286
H  -6.716  1.803  -2.530
H  -5.598  1.904  -1.174
H  -7.300  2.249  -0.935
H  2.661  -3.735  0.862
H  3.400  -2.181  0.810
C  8.015  4.282  -1.026
O  8.633  4.062  0.229
C  8.048  4.813  1.282
C  7.114  3.968  2.119
O  5.980  3.538  1.376
C  6.088  2.204  0.922
H  8.354  3.500  -1.704
H  6.925  4.240  -0.955
H  8.315  5.253  -1.434
H  7.524  5.687  0.886
H  8.864  5.166  1.919
H  6.743  4.572  2.952
H  7.647  3.109  2.537
H  5.912  1.510  1.753
H  7.067  2.009  0.477
H  5.311  2.047  0.171

- HOMO-LUMO gap (eV) = 7.0
- electronic energy (eV) = -67248.061
- total charge = +1

Mulliken population analysis, charges in e, atoms 1 to 2:
1 C -0.60
2 C -0.48

---

C39H46F6N3S2 | ωB97M-V with the def2-TZVPD basis set

Positions of all 96 atoms, in Å:
C  -2.799  -1.803  3.424
C  -2.700  -0.296  3.207
C  -3.078  0.446  4.488
C  -3.555  0.120  2.006
C  -4.920  0.358  2.173
C  -5.747  0.528  1.072
C  -5.210  0.453  -0.207
C  -3.845  0.241  -0.404
C  -3.296  0.144  -1.837
C  -3.275  1.506  -2.516
C  -4.024  -0.921  -2.648
C  -3.001  0.145  0.708
N  -1.588  -0.110  0.490
N  -1.263  -1.320  -0.031
N  0.094  -1.368  -0.022
C  0.794  -2.389  -0.774
C  1.669  -2.044  -1.841
C  1.708  -0.635  -2.439
C  0.432  -0.302  -3.206
C  2.947  -0.388  -3.298
C  2.444  -3.055  -2.400
C  2.264  -4.387  -2.020
C  1.300  -4.714  -1.074
C  0.555  -3.724  -0.438
C  -0.440  -4.157  0.643
C  0.295  -4.786  1.823
C  -1.488  -5.102  0.063
C  0.616  -0.190  0.465
C  2.030  -0.038  0.715
C  2.805  -1.112  1.198
C  4.171  -0.960  1.323
C  4.957  -2.118  1.866
F  6.223  -2.179  1.362
F  5.073  -2.060  3.233
F  4.355  -3.320  1.575
C  4.805  0.231  0.999
C  4.048  1.285  0.505
C  4.731  2.555  0.081
F  3.874  3.448  -0.520
F  5.302  3.217  1.134
F  5.726  2.307  -0.825
C  2.677  1.171  0.387
C  -0.425  0.693  0.657
C  -0.345  2.063  0.976
H  -2.500  -2.360  2.527
H  -2.154  -2.115  4.253
H  -3.838  -2.076  3.658
H  -1.662  -0.047  2.950
H  -3.085  1.528  4.323
H  -4.069  0.132  4.841
H  -2.341  0.218  5.266
H  -5.355  0.382  3.179
H  -6.812  0.732  1.202
H  -5.860  0.555  -1.080
H  -2.266  -0.197  -1.716
H  -2.697  2.220  -1.916
H  -2.806  1.434  -3.504
H  -4.295  1.896  -2.633
H  -3.935  -1.892  -2.147
H  -5.088  -0.681  -2.747
H  -3.582  -1.013  -3.645
H  1.772  0.068  -1.604
H  -0.456  -0.490  -2.594
H  0.432  0.756  -3.500
H  0.361  -0.932  -4.102
H  3.859  -0.670  -2.756
H  2.883  -0.964  -4.231
H  3.022  0.679  -3.552
H  3.188  -2.815  -3.166
H  2.861  -5.170  -2.482
H  1.127  -5.759  -0.794
H  -0.959  -3.258  0.980
H  1.097  -4.132  2.185
H  -0.394  -4.968  2.655
H  0.747  -5.740  1.526
H  -2.018  -4.612  -0.760
H  -1.013  -6.009  -0.325
H  -2.218  -5.379  0.830
H  2.329  -2.049  1.459
H  5.876  0.328  1.111
H  2.054  1.961  -0.019
H  0.347  2.324  1.785
H  -1.170  2.682  0.663
C  0.974  7.024  -0.918
C  1.016  5.766  -1.760
S  -0.100  4.436  -1.155
C  0.523  4.208  0.419
S  0.302  5.589  1.390
C  1.425  6.755  0.510
H  1.646  7.762  -1.360
H  -0.026  7.468  -0.929
H  0.650  5.989  -2.768
H  2.020  5.324  -1.804
H  1.472  3.660  0.544
H  2.440  6.335  0.552
H  1.375  7.685  1.089

- HOMO-LUMO gap (eV) = 6.0
- electronic energy (eV) = -83626.851
- total charge = +1

Mulliken population analysis, charges in e, atoms 1 to 2:
1 C -1.37
2 C 1.33

---

Number 1: highest occupied orbital energy -10.97 eV, lowest unoccupied orbital energy -4.000 eV, maximum force 0.05249 Eh/bohr. Number 2: highest occupied orbital energy -10.77 eV, lowest unoccupied orbital energy -4.796 eV, maximum force 0.06027 Eh/bohr.